Record 1
C32H55BaN4OP2 | wB97M-V/def2-TZVPD

```
95
Properties=species:S:1:pos:R:3:forces:R:3
C -1.29548 0.16844 -2.35400 -0.5502 -0.1188 -0.3311
C -1.80877 1.22055 -0.31829 0.4411 0.3084 0.4503
C -2.48551 0.60232 -2.93927 0.7140 -0.3698 -0.2592
C -2.97226 1.77987 -0.91712 -0.2675 -0.0152 -0.6209
C -3.31307 1.46724 -2.22061 0.2800 0.3201 0.6940
H -2.71634 0.27834 -3.95399 -0.0312 0.1773 0.2508
H -3.58676 2.43946 -0.30192 0.0951 -0.2385 -0.2582
H -4.19451 1.90179 -2.68398 0.0400 -0.1402 0.1120
N -0.93215 0.49761 -1.10284 -0.2756 -0.1856 0.3933
P 1.37097 -0.69935 -2.69726 0.0945 0.3216 0.5333
P -0.98632 0.83799 2.54074 0.8185 0.3435 0.3581
C -0.40495 -0.78550 -3.17145 -0.5006 -0.1573 0.2148
H -0.77225 -1.81330 -3.00273 0.1557 0.4534 0.0582
H -0.54967 -0.60488 -4.24996 0.0209 0.0065 0.4982
C 3.65595 -0.65573 2.63780 1.6686 -1.5789 2.1345
O 4.26825 -1.22026 3.42581 -1.7318 1.5977 -2.1846
C -1.56195 1.56879 1.06106 0.4933 1.0742 -0.7974
H -2.01798 2.53571 1.30131 -0.3655 -0.3159 -0.2376
C -2.58895 0.14367 3.41211 0.7618 0.6001 0.1391
C -0.24231 2.36629 3.48913 -1.0130 -0.8419 -0.3444
C 2.09609 -2.48341 -2.75986 -0.0960 0.6481 -0.4187
C 2.00494 0.52630 -4.00355 0.0570 -0.7929 0.0474
C -2.08475 -1.05447 4.23481 -0.2000 0.0348 0.0642
H -1.40544 -0.73727 5.04115 -0.1894 -0.0562 -0.2587
H -2.93036 -1.58316 4.70113 0.1504 0.0407 -0.0560
H -1.53372 -1.76091 3.59832 -0.1338 0.2381 0.2811
C -3.33572 1.13383 4.30780 -0.2940 -0.2266 0.1790
H -2.73581 1.50936 5.14549 -0.1421 -0.0663 -0.2366
H -3.73883 1.97730 3.73143 0.1643 -0.1848 0.1431
H -4.19903 0.60426 4.74507 0.1368 0.1668 -0.0475
C -3.54769 -0.27883 2.29864 0.0010 -0.0454 0.0241
H -4.39954 -0.82181 2.73504 0.1686 0.0454 -0.0709
H -3.94374 0.58900 1.75646 0.1901 -0.1918 0.1298
H -3.05243 -0.92924 1.56935 -0.2354 0.2633 0.0484
C 0.15475 1.88011 4.89440 0.1100 0.2345 0.0106
H 0.91304 1.08573 4.84995 -0.1782 0.1219 -0.0534
H 0.57823 2.71967 5.46585 -0.0393 -0.1660 -0.0589
H -0.69931 1.49590 5.47017 0.2370 0.1448 -0.2470
C 1.00341 2.80426 2.69726 0.0475 0.2075 0.1630
H 1.81866 2.05649 2.73405 -0.2489 0.1011 0.1340
H 0.77196 3.05558 1.64889 -0.1211 -0.1164 0.3456
H 1.41433 3.72210 3.14191 -0.0045 -0.1632 0.0000
C -1.21098 3.54796 3.57593 0.2516 0.4318 0.2914
H -2.14690 3.30458 4.08753 0.3113 0.0239 -0.1736
H -0.72768 4.34650 4.15943 -0.1139 -0.0148 -0.1046
H -1.44782 3.97197 2.59282 0.0566 -0.1536 0.1605
C 3.50242 0.79002 -3.76779 0.0080 0.0148 -0.1766
H 3.84930 1.49299 -4.54037 0.0392 -0.1396 0.2282
H 3.69813 1.24601 -2.78429 -0.1482 -0.0948 -0.2172
H 4.10999 -0.12261 -3.84687 -0.1629 0.3058 0.0080
C 1.22460 1.83789 -3.80159 -0.0596 0.0034 0.0910
H 0.15187 1.72479 -4.01089 0.2711 0.0132 0.0547
H 1.33897 2.23563 -2.78286 -0.0825 -0.2116 -0.3432
H 1.62167 2.59319 -4.49679 -0.0652 -0.1899 0.1021
C 1.77470 0.00663 -5.42895 0.3203 0.3303 -0.2834
H 2.02782 0.81882 -6.12763 -0.1012 -0.2206 0.0308
H 2.41844 -0.84613 -5.66733 -0.1654 0.3083 0.0221
H 0.73307 -0.27865 -5.61936 0.2807 0.1142 0.0311
C 0.96410 -3.51524 -2.64915 0.1405 -0.0481 0.1128
H 0.35642 -3.55230 -3.56205 0.1219 0.0453 0.2195
H 1.40549 -4.51372 -2.51233 -0.0622 0.1945 -0.0058
H 0.30943 -3.32035 -1.78906 0.1607 -0.0081 -0.2345
C 3.04348 -2.60952 -1.54155 -0.0890 -0.0301 -0.1250
H 2.50373 -2.52467 -0.58205 0.0420 -0.0143 -0.3111
H 3.52183 -3.60023 -1.56067 -0.0706 0.2263 0.0414
H 3.84301 -1.85086 -1.55820 -0.2165 -0.1794 -0.0654
C 2.87820 -2.74137 -4.05014 0.1860 -0.4840 0.0554
H 2.22686 -2.70488 -4.93135 0.1810 -0.0157 0.2470
H 3.71703 -2.04667 -4.18263 -0.2564 -0.1995 -0.0197
H 3.30198 -3.75639 -3.99925 -0.0374 0.1918 -0.0716
Ba 1.50155 0.60453 0.32102 -1.5320 -0.2128 0.0765
N -0.17208 -1.37679 1.04241 -2.8658 -2.5139 0.4405
C -1.06365 -2.10821 1.28208 3.1186 -0.3578 -0.9653
C -1.68472 -3.50457 1.44078 -0.6590 0.5073 0.1836
C -3.17304 -3.44707 1.78116 -0.3713 0.1026 0.0913
C -1.49700 -4.23951 0.11855 0.2120 -0.0131 -0.4551
C -0.91682 -4.24123 2.53785 0.5747 0.1388 0.2031
H -3.34339 -2.94929 2.74231 0.0067 -0.1320 -0.2788
H -3.73002 -2.90955 1.00275 0.0768 -0.1534 0.2195
H -3.58891 -4.46084 1.85189 0.2624 0.1645 -0.0602
H -0.42968 -4.38802 -0.07124 -0.1536 -0.0268 -0.0589
H -1.98165 -5.22628 0.15292 0.1095 0.3251 0.1263
H -1.93112 -3.67469 -0.71321 0.0532 -0.0990 0.0814
H -1.22824 -5.29232 2.58168 -0.0278 0.2662 -0.1133
H 0.16073 -4.20275 2.32033 -0.2611 -0.1245 0.1187
H -1.07991 -3.79387 3.52113 -0.0054 -0.0786 -0.1049
N 3.73401 4.31818 -0.54990 0.2607 0.6073 -0.0712
C 2.70361 5.17116 -0.93136 0.1684 -0.6524 0.1253
C 1.58748 4.38899 -1.01390 0.6377 -0.6608 0.2916
N 1.91712 3.07557 -0.68187 1.2233 0.5525 0.1522
C 3.23309 3.07727 -0.41187 -1.2751 0.5023 -0.3150
H 4.70511 4.58657 -0.40237 -0.5013 -0.0980 -0.0861
H 2.84597 6.22541 -1.10321 0.0999 -0.1077 0.0278
H 0.58391 4.67595 -1.29005 0.0858 -0.1215 0.0797
H 3.84349 2.21815 -0.10873 -0.2052 0.5085 -0.1985
```
Positions in Å, forces in eV/Å.

Calculated values
Total charge   +1
Frontier orbital gap   5.50 eV
ΔE to the lowest compared entry with this formula, charge and spin   0.0 kcal per mole
HOMO level   -8.15 eV
Largest force on an atom   0.0746 Eh/bohr

These are the Löwdin partial charges, in e, on atoms 1 to 4:
1. C -0.37
2. C -0.38
3. C -0.07
4. C -0.05


Record 2
C3H4Br2Na6O3 | wB97M-V/def2-TZVPD

```
18
Properties=species:S:1:pos:R:3:forces:R:3
Na 0.26855 2.13808 2.99228 0.9991 -0.8921 0.3237
Na 1.85530 4.61544 0.73252 0.7955 -0.0124 0.7141
Na 2.98095 1.91899 -1.30708 0.2139 -0.9819 0.0173
Na 0.13827 4.23942 -2.07279 -0.3622 -0.3382 -0.9159
Na -1.67467 0.63965 -1.48598 0.5504 -1.1466 -0.3679
Na -2.46057 2.10121 1.59711 -0.6248 -0.5544 0.0305
C 0.60692 1.63203 0.18913 -0.9735 0.6975 -0.7553
O 0.40779 1.80686 -1.06568 0.2173 1.3628 -1.4185
O -0.30584 1.03457 0.83803 -1.1915 0.5801 1.6898
O 1.63128 2.17030 0.74246 0.3465 1.0595 0.6304
Br 1.16401 -1.47537 -1.08675 -0.1887 0.0127 0.1212
C -0.01780 -2.28607 0.25641 -0.1182 0.1561 0.5164
C -0.84014 -3.42038 -0.28798 0.1230 -0.3758 0.1149
Br -2.12595 -2.92449 -1.67080 0.2427 0.4043 0.3244
H -0.61646 -1.49071 0.70091 -0.1251 0.0670 -0.4233
H 0.61157 -2.61316 1.08396 0.2472 -0.3244 -0.3317
H -1.39903 -3.86523 0.53524 -0.1796 0.1412 -0.0467
H -0.22420 -4.22115 -0.69100 0.0280 0.1447 -0.2233
```
Positions in Å, forces in eV/Å.

Calculated values
Total charge   +4
Frontier orbital gap   4.41 eV
ΔE to the lowest compared entry with this formula, charge and spin   0.0 kcal per mole
HOMO level   -19.59 eV
Largest force on an atom   0.0418 Eh/bohr

These are the Löwdin partial charges, in e, on atoms 1 to 4:
1. Na 0.84
2. Na 0.88
3. Na 0.80
4. Na 0.89


Record 3
C4H7NO2 | wB97M-V/def2-TZVPD

```
14
Properties=species:S:1:pos:R:3:forces:R:3
C -0.53290 0.54906 1.67043 -0.2564 0.0308 0.0001
C 0.67008 0.34696 0.79612 0.8444 -1.6801 -0.4114
N 1.19275 1.46363 0.23580 0.2428 0.3291 -0.0441
O 1.16582 -0.76424 0.56527 -0.6064 1.4364 0.6272
H 2.05515 1.34168 -0.27851 -0.1941 0.1092 0.1181
H 0.93760 2.38530 0.55774 0.0380 -0.2228 -0.1417
H -0.20182 0.63042 2.70955 -0.1100 -0.0443 -0.0706
H -1.07879 1.45369 1.39198 0.0679 -0.0215 0.1093
H -1.20689 -0.30264 1.56292 0.2109 0.0491 0.0798
O 0.31904 -2.49987 -1.77250 -0.0096 0.4151 0.9323
C -0.40995 -1.41189 -1.54657 -0.5104 0.6374 -2.1157
C -0.99363 -0.36338 -1.75279 0.0913 -1.5328 0.3750
H -0.19712 -3.21912 -2.16660 -0.1569 0.4346 0.1871
H -1.71935 0.39040 -1.97284 0.3484 0.0597 0.3546
```
Positions in Å, forces in eV/Å.

Calculated values
Total charge   0
Frontier orbital gap   9.90 eV
ΔE to the lowest compared entry with this formula, charge and spin   73.1 kcal per mole
HOMO level   -9.13 eV
Largest force on an atom   0.0441 Eh/bohr

These are the Löwdin partial charges, in e, on atoms 1 to 4:
1. C -0.02
2. C -0.62
3. N 0.15
4. O 0.00


Record 4
C2H6O2 | wB97M-V/def2-TZVPD

```
10
Properties=species:S:1:pos:R:3:forces:R:3
O 1.48460 -0.79714 1.11741 -0.0317 -0.2547 0.0260
C 0.84622 -0.19330 0.05545 0.0467 0.1600 -0.2909
C -1.25240 1.14918 -0.59838 -0.1822 -0.3506 -0.1744
O -0.58695 -0.23835 0.24105 -0.0238 0.2214 0.1943
H 1.37223 -1.75452 1.05289 0.0640 0.1096 0.0411
H 1.13739 0.85798 0.01891 -0.0027 -0.1290 0.0112
H 1.01149 -0.68753 -0.90684 0.0018 0.0690 0.1478
H -2.29873 0.79205 -0.51328 0.1656 0.1104 -0.0111
H -0.97564 0.78958 -1.61260 -0.0180 0.1121 0.1762
H -0.73821 0.08206 1.14540 -0.0197 -0.0481 -0.1203
```
Positions in Å, forces in eV/Å.

Calculated values
Total charge   0
Frontier orbital gap   8.33 eV
ΔE to the lowest compared entry with this formula, charge and spin   100.5 kcal per mole
HOMO level   -7.85 eV
Largest force on an atom   0.0084 Eh/bohr

These are the Löwdin partial charges, in e, on atoms 1 to 4:
1. O 0.01
2. C -0.29
3. C 0.00
4. O -0.15


Which of these has the highest ΔE to the lowest compared entry with this formula, charge and spin?
C2H6O2